C17H34N4OSSi3V as an isolated structure. Source: OMol25; level of theory: ωB97M-V with the def2-TZVPD basis set.

Geometry (Å):
1 V -1.1664 -0.3297 -0.3302
2 S -1.9196 -2.4065 -0.2601
3 Si 0.9111 -0.4200 -1.9870
4 Si 1.6799 -1.8936 0.8719
5 Si 1.4500 1.5031 0.6170
6 O -1.2648 -0.3561 -2.0639
7 N -2.2166 1.4517 -0.0959
8 N -2.1528 -3.8855 1.9559
9 N -2.0393 -0.4602 1.5665
10 N -2.1054 -1.6105 2.2875
11 C 1.3257 -3.5608 0.1204
12 C -2.6690 1.7291 1.1559
13 C 0.6698 -0.3361 -0.1341
14 C -3.2863 2.9169 1.4646
15 C -2.5348 0.6051 2.0745
16 C -3.0382 3.5649 -0.8317
17 C 3.4888 -1.5475 0.6595
18 C 3.0775 1.7417 -0.2589
19 C 1.2094 -1.9801 -2.8865
20 C -2.0463 -0.6423 -3.2589
21 C 0.4623 3.0275 0.2295
22 C -2.4056 2.3519 -1.0664
23 C 1.1813 1.0658 -3.0162
24 C 1.6118 1.3664 2.4506
25 C -3.4736 3.8582 0.4479
26 C 1.2428 -1.8906 2.6728
27 C -2.0798 -2.6449 1.5078
28 H 3.8312 -0.6736 1.2144
29 H 1.1400 -4.2423 0.9556
30 H 0.6412 0.9261 -3.9577
31 H 3.6424 2.3867 0.4278
32 H -3.9641 4.7996 0.6617
33 H 0.2182 -1.6466 2.9386
34 H 0.9140 2.0208 -2.5737
35 H 1.4272 -2.9176 3.0079
36 H 3.6927 0.8674 -0.4352
37 H 2.2454 1.0905 -3.2775
38 H 3.8543 -1.4896 -0.3667
39 H 2.9737 2.3052 -1.1839
40 H 1.7445 2.3874 2.8244
41 H -2.3473 -4.0485 2.9361
42 H -3.6410 3.0991 2.4714
43 H 2.2061 -2.3631 -2.6464
44 H -2.9209 0.6007 3.0888
45 H 1.9138 -1.2491 3.2404
46 H -3.0922 -0.4313 -3.0456
47 H 1.1912 -1.7647 -3.9577
48 H 2.4938 0.8008 2.7493
49 H 0.5023 -3.6738 -0.5657
50 H 0.4951 -2.7657 -2.6627
51 H -0.3881 3.2072 0.8837
52 H 1.1916 3.8198 0.4462
53 H 2.2321 -3.9182 -0.3751
54 H -2.0476 2.0967 -2.0541
55 H 3.9789 -2.4216 1.1086
56 H 0.7406 0.9448 2.9537
57 H -1.6803 -0.0142 -4.0691
58 H 0.1653 3.1648 -0.8089
59 H -2.1710 -4.6771 1.3347
60 H -3.1803 4.2577 -1.6502
61 H -1.9146 -1.6959 -3.5054

Cartesian forces, eV/Å:
V -0.22 0.34 1.01
S 0.01 -0.35 -0.09
Si -0.79 0.03 -0.45
Si 0.05 0.04 -0.01
Si 0.12 -0.02 -0.12
O 0.68 -0.05 -0.40
N 0.17 -0.02 -0.03
N -0.08 -0.01 0.05
N 0.12 -0.16 -0.27
N -0.03 -0.10 0.11
C 0.17 -0.03 0.05
C 0.10 -0.04 -0.03
C -0.14 0.14 0.27
C -0.07 0.03 0.04
C -0.04 0.24 -0.02
C -0.02 0.00 0.01
C 0.03 0.10 0.08
C -0.06 -0.03 0.08
C 0.24 -0.04 0.08
C -0.14 -0.09 -0.13
C -0.07 0.02 -0.07
C -0.05 0.03 0.07
C 0.24 0.05 0.02
C -0.02 -0.17 0.08
C 0.02 0.00 -0.01
C 0.01 0.02 0.04
C 0.24 0.11 -0.02
H 0.05 -0.03 -0.04
H 0.00 0.01 -0.03
H 0.03 0.01 0.03
H -0.01 -0.05 -0.03
H 0.00 -0.01 0.00
H -0.04 0.02 -0.01
H 0.00 0.03 0.03
H 0.00 0.05 0.00
H 0.05 -0.11 -0.03
H -0.01 0.08 -0.04
H -0.04 0.01 -0.04
H -0.04 0.01 -0.06
H 0.00 -0.01 -0.05
H 0.01 0.01 -0.02
H 0.01 0.01 -0.02
H 0.00 -0.05 -0.04
H -0.04 0.04 -0.01
H -0.03 0.00 0.03
H 0.04 0.01 0.05
H 0.01 -0.01 0.01
H -0.02 0.00 0.03
H -0.23 0.01 -0.20
H -0.09 -0.11 0.07
H -0.05 -0.02 0.02
H -0.06 -0.01 -0.02
H -0.04 0.02 -0.03
H 0.03 0.00 -0.01
H -0.02 0.05 0.00
H 0.01 0.01 0.00
H 0.02 0.01 0.06
H 0.01 0.01 -0.01
H -0.03 -0.05 -0.04
H 0.00 0.00 0.02
H 0.02 0.04 0.05

## Properties
**LUMO energy**: -0.418 Eh
**Electronic energy**: -86319.91321 eV
**HOMO energy**: -0.664 Ha
**Net charge**: +3
**Spin multiplicity**: 1

***

C17H34O2P2Pd as an isolated structure. Source: OMol25; level of theory: ωB97M-V with the def2-TZVPD basis set.

Geometry (Å):
1 Pd 1.3597 -0.6867 4.2597
2 P 0.1019 1.9800 -1.6963
3 P -0.2961 -2.0940 -1.9275
4 O -1.0959 0.7583 3.4259
5 O 0.2528 1.8381 4.8998
6 C 1.3607 1.0829 0.6235
7 C -1.7667 -1.0358 0.4747
8 C -1.2228 1.4175 0.5307
9 C -1.7614 0.3314 -0.2361
10 C 0.2345 0.6022 -3.1175
11 C 1.3713 -2.7233 -2.2565
12 C 1.6796 1.6480 5.3087
13 C 1.3597 -0.2741 -0.1108
14 C -0.1214 -1.9330 4.3636
15 C 0.6186 -1.4056 0.3636
16 C -0.6149 -0.6924 -3.0937
17 C 1.2894 3.2347 -2.1991
18 C -0.0957 0.7569 4.0780
19 C -0.6492 -1.9163 -0.1458
20 C -1.4725 -3.3800 -2.4835
21 C 0.0922 1.9732 0.2558
22 C -1.4905 2.6493 -2.2258
23 H -1.1378 0.1830 -1.1339
24 H 1.9493 2.3347 6.0891
25 H 0.2081 2.8978 0.8657
26 H -0.4846 -1.1448 -4.0874
27 H 2.4220 -0.5958 -0.2199
28 H 0.9787 -1.8565 1.2864
29 H 1.5817 0.9305 1.7046
30 H -1.5784 -0.9211 1.5513
31 H 1.3538 3.9344 -1.3690
32 H -2.2451 1.8985 -2.4776
33 H -1.8822 1.8752 1.2750
34 H -0.0804 1.1968 -4.0070
35 H -1.0956 -1.4889 4.1183
36 H 1.3181 0.4078 -3.2701
37 H 0.1454 -2.7830 3.7234
38 H 1.3836 -3.3413 -3.1695
39 H -0.8396 -2.9703 0.1428
40 H 2.0929 -1.8991 -2.3634
41 H -1.6871 -0.4458 -3.0175
42 H 1.6967 -3.3620 -1.4220
43 H -0.0029 -2.1526 5.4451
44 H 1.8602 0.6065 5.7072
45 H 2.2108 1.6532 0.2536
46 H -2.4677 -2.9359 -2.6323
47 H 0.9055 3.7492 -3.0789
48 H 2.2602 2.7967 -2.4138
49 H -2.7365 -1.5134 0.3460
50 H 2.3663 1.7892 4.4657
51 H 1.0476 -0.0755 -1.1384
52 H -1.8810 3.2768 -1.4240
53 H -1.5437 -4.1588 -1.7125
54 H -1.1418 -3.8506 -3.4226
55 H -2.7919 0.5534 -0.5974
56 H -1.3176 3.2803 -3.1083

Cartesian forces, eV/Å:
Pd 0.72 0.53 -0.55
P -0.07 -1.23 -1.17
P -1.30 -0.05 -0.68
O -1.21 0.91 0.13
O 1.57 0.41 0.51
C -0.13 0.24 -0.38
C -0.56 -0.28 -1.06
C 0.41 2.17 0.83
C -0.83 -0.86 -0.31
C 0.58 1.11 -0.88
C 0.29 -0.21 0.16
C -1.17 -0.57 -0.57
C 1.40 0.72 -0.90
C -0.43 -1.43 0.09
C 0.79 -1.35 2.29
C 0.16 0.45 -0.20
C -0.19 0.10 -0.53
C 1.80 -0.54 -0.07
C 0.15 -0.14 0.48
C 0.16 -0.04 -0.35
C -0.77 -1.82 3.16
C -0.18 0.66 -0.14
H -0.36 0.30 0.29
H -0.27 0.51 0.30
H 0.06 -0.04 -0.81
H -0.04 -0.13 0.17
H -0.27 0.24 0.27
H -0.08 0.01 0.04
H -0.88 0.20 -0.50
H 0.15 -0.13 -0.29
H 0.17 0.09 -0.02
H 0.28 0.02 0.16
H 0.44 0.06 -0.38
H 0.12 -0.61 0.25
H 0.40 -0.27 0.07
H -0.60 -0.10 0.18
H -0.45 -0.26 0.33
H -0.19 0.36 0.24
H 0.39 0.36 0.03
H -0.32 -0.26 0.11
H 0.31 -0.15 0.09
H -0.14 0.27 -0.16
H -0.47 -0.39 -0.48
H -0.28 0.76 0.10
H 0.51 0.04 -0.24
H 0.31 -0.11 0.10
H 0.26 0.17 -0.11
H 0.11 0.06 0.07
H -0.21 -0.17 0.02
H -0.24 0.22 -0.08
H 0.16 0.14 -0.08
H -0.10 -0.04 -0.01
H 0.04 0.24 -0.20
H -0.16 0.23 0.28
H 0.25 -0.19 0.24
H -0.10 -0.18 0.15

## Properties
**LUMO energy (alpha / beta)**: -0.013 / -0.012 Eh
**Electronic energy**: -44321.41520 eV
**HOMO energy (alpha / beta)**: -0.116 / -0.191 Ha
**Spin multiplicity**: 3

***

C17H34O2P2Re as an isolated structure. Source: OMol25; level of theory: ωB97M-V with the def2-TZVPD basis set.

Geometry (Å):
1 Re -2.0117 -0.7441 2.5045
2 P -0.1270 -2.0702 -1.1146
3 P -0.3837 1.7443 -1.2867
4 O 0.5332 0.2267 3.5092
5 O -1.6791 0.4749 3.9717
6 C 1.7953 -2.5482 -0.1892
7 C -0.8180 -0.8876 -2.5383
8 C 1.6698 2.5068 0.4811
9 C -0.3985 0.7680 4.1335
10 C 0.9875 -2.7107 -2.5178
11 C -1.4641 -3.2702 -1.5643
12 C 2.2088 1.1059 0.7608
13 C -1.8072 2.6346 -2.2089
14 C 2.1916 -0.0179 -0.2993
15 C -0.0447 0.3908 -2.7494
16 C -1.5008 0.7248 -0.1992
17 C -0.0682 1.8940 5.0824
18 C -0.9441 -2.3070 3.2878
19 C 2.4439 -1.4561 0.2112
20 C -1.0956 -0.2742 0.8497
21 C 0.4610 2.7826 -0.0629
22 C 0.8883 2.8738 -2.4501
23 H 0.0692 -2.0543 3.5924
24 H -1.4188 -2.6316 4.2109
25 H -3.3449 -1.7727 2.6213
26 H -0.3566 3.2595 0.5387
27 H -2.0738 3.5399 -1.6487
28 H -0.8530 -1.4661 -3.4759
29 H -2.4338 -2.7553 -1.5483
30 H 2.9556 0.2463 -1.0298
31 H 0.6059 3.0666 -3.4993
32 H 1.3729 -3.6851 -2.2029
33 H 3.2249 -1.5915 0.9769
34 H 3.2702 1.2493 1.0538
35 H 1.0346 0.1932 -2.8901
36 H -0.4237 2.8415 4.6852
37 H 2.2130 3.1690 1.1906
38 H -0.7034 -1.3309 0.7499
39 H 1.7007 0.7593 1.6815
40 H 0.3996 -2.8701 -3.4287
41 H -0.4515 1.7237 6.0800
42 H 1.8823 2.4109 -2.3981
43 H -1.4811 -4.1554 -0.9193
44 H -2.2842 0.2246 -0.8928
45 H -2.7110 2.0020 -2.2609
46 H -1.8767 -0.7210 -2.3187
47 H 0.9817 3.8674 -1.9906
48 H -0.8940 -3.2359 2.7305
49 H -1.2956 -3.6063 -2.5993
50 H -1.9333 1.4175 0.5409
51 H 1.0119 1.8882 5.1080
52 H -1.5695 2.9393 -3.2509
53 H 1.9194 -3.5079 0.2622
54 H 1.7784 -1.9620 -2.7006
55 H 1.2243 -0.0783 -0.8494
56 H -0.3764 0.7854 -3.7297

Cartesian forces, eV/Å:
Re 1.74 0.11 0.14
P 1.87 -2.08 -4.91
P -1.53 0.10 -3.84
O -2.17 0.59 0.69
O -0.18 -0.20 -0.62
C -1.32 3.21 2.00
C -0.07 1.04 1.22
C -0.96 -0.80 1.33
C 2.86 0.62 -0.07
C 0.06 -0.35 -0.26
C -0.35 -0.83 0.96
C 1.64 -0.44 -0.34
C 0.03 0.17 0.43
C -0.58 -0.48 0.26
C 0.23 -0.14 0.16
C -1.65 -2.10 0.96
C 0.13 -0.62 -0.30
C 0.27 -0.74 0.39
C -0.52 0.67 -0.44
C -1.38 -1.40 1.23
C 0.20 -1.08 2.37
C 1.77 1.83 -1.53
H 0.06 0.45 -0.32
H -0.56 0.21 0.29
H -0.13 0.12 -0.81
H 1.07 0.92 -1.04
H 0.04 -0.15 -0.09
H 0.50 -0.11 0.64
H 0.23 -0.20 0.41
H 0.08 -0.29 -0.25
H -0.35 -0.82 0.41
H 0.39 0.26 -0.32
H 0.10 -0.12 -0.69
H -0.49 -0.28 -0.10
H -0.49 0.20 0.32
H -0.19 0.05 0.08
H -1.15 0.09 -0.47
H 0.17 0.91 -0.17
H -0.05 0.41 -0.37
H 0.30 0.03 0.16
H -0.30 0.06 0.13
H -0.35 -0.21 0.18
H -0.20 0.19 -0.10
H 1.09 1.51 1.19
H 0.49 0.07 0.26
H 0.25 0.14 0.11
H -0.33 -0.46 0.05
H -0.19 -0.06 -0.62
H 0.14 0.21 0.49
H -0.44 0.69 -1.17
H 0.19 0.29 0.21
H 0.21 -0.32 0.87
H -0.58 -0.87 -0.35
H -0.12 -0.65 0.04
H 0.52 0.13 0.44
H 0.02 0.54 0.77

## Properties
**LUMO energy (alpha / beta)**: -0.296 / -0.335 Eh
**Electronic energy**: -42954.25067 eV
**HOMO energy (alpha / beta)**: -0.525 / -0.534 Ha
**Net charge**: +2
**Spin multiplicity**: 4

***

C17H35BNO4P2Sc as an isolated structure. Source: OMol25; level of theory: ωB97M-V with the def2-TZVPD basis set.

Geometry (Å):
1 Sc 1.1491 -0.4985 -0.9989
2 P 2.4144 1.0969 1.1855
3 P -0.8857 -0.2623 -2.3814
4 O 4.2405 -1.8134 -0.1086
5 O -1.8880 -1.7836 0.1225
6 O -0.7262 -0.6952 1.8316
7 O 2.1586 -0.4704 -2.9385
8 N 1.0209 1.8176 -1.4258
9 C -2.3569 -2.3263 1.3550
10 C 1.7633 2.6929 0.7587
11 C -2.4290 0.7038 -2.4676
12 C -2.8958 -0.1992 2.7144
13 C -1.4741 -1.8856 3.7695
14 C 4.2029 1.2813 1.1705
15 C -1.1907 -1.6733 -3.5092
16 C 0.6361 2.0025 -2.7185
17 C -3.8524 -2.5260 1.2361
18 C 1.0416 4.3619 -2.5714
19 C 0.7192 3.2508 -3.3294
20 C 1.3528 4.1714 -1.2256
21 C 1.3796 2.8867 -0.6881
22 C -1.7150 -3.7027 1.5392
23 C 0.1391 0.7974 -3.4079
24 C 1.9758 0.8215 2.8785
25 C -1.8735 -1.2929 2.4360
26 B -0.7614 -0.9851 0.4444
27 H -2.4563 0.5534 3.3802
28 H -1.6876 -2.4705 -2.9368
29 H -1.8946 -4.3066 0.6412
30 H -3.7603 -0.6205 3.2402
31 H 4.3318 2.2214 1.7137
32 H 4.6638 0.4024 1.6419
33 H -2.1990 1.7705 -2.3021
34 H -2.8756 0.5792 -3.4719
35 H 4.5513 1.3472 0.1320
36 H -0.6318 -3.6503 1.7120
37 H 2.5537 3.3785 1.0701
38 H 3.0481 -0.0511 -2.8942
39 H 0.5059 3.3145 -4.3850
40 H 1.0683 5.3567 -3.0216
41 H -0.6698 -2.6219 3.6883
42 H -2.3379 -2.3728 4.2335
43 H 0.8908 0.8421 3.0263
44 H -4.2326 -3.0366 2.1282
45 H -1.8301 -1.3817 -4.3579
46 H 1.6027 5.0202 -0.5817
47 H -4.0691 -3.1638 0.3713
48 H -3.1373 0.3565 -1.7017
49 H 3.4088 -2.2180 -0.4444
50 H -0.2295 -2.0528 -3.8885
51 H -2.1752 -4.2297 2.3833
52 H 2.3824 -0.1185 3.2699
53 H -3.2453 0.3027 1.8043
54 H 1.3739 0.0039 -3.4682
55 H -1.1512 -1.0959 4.4544
56 H 0.9001 2.8471 1.4150
57 H 2.4579 0.6781 -0.2185
58 H 2.4383 1.6637 3.4183
59 H -4.3971 -1.5840 1.1175
60 H 4.9073 -2.4030 -0.4239
61 H -0.2500 0.9695 -4.4160

Cartesian forces, eV/Å:
Sc -0.95 0.65 -1.65
P 1.74 1.48 -0.70
P -0.82 0.71 -2.45
O -2.27 0.72 -0.05
O 2.19 1.50 -0.41
O 0.65 -0.07 -1.87
O 2.85 -1.84 2.09
N 0.16 -0.81 0.55
C -0.42 -0.76 0.92
C -0.57 0.34 0.08
C -0.68 -0.08 0.99
C -0.23 0.22 0.03
C 0.09 -0.41 0.25
C -0.22 -0.27 -0.02
C 0.03 -0.50 0.42
C -0.84 -1.76 -0.74
C -0.40 0.12 0.18
C -0.04 -0.48 -0.60
C 0.19 0.82 0.15
C 0.38 -0.23 1.14
C -0.05 1.37 -0.56
C 0.08 -0.22 -0.05
C 0.13 1.40 -0.15
C -0.89 -1.25 0.81
C -1.14 -0.13 0.50
B -0.35 -0.45 1.52
H -0.02 -0.11 -0.18
H 0.08 0.16 -0.29
H 0.04 0.16 0.16
H 0.11 0.12 -0.17
H 0.69 -0.26 0.05
H 0.07 0.44 -0.01
H -0.10 -0.51 0.01
H 0.36 0.00 0.48
H 0.05 0.18 0.35
H -0.19 0.04 -0.08
H -0.22 0.33 -0.09
H -0.75 -0.39 -0.69
H -0.14 0.12 -0.04
H -0.03 -0.32 0.20
H -0.11 0.12 -0.02
H 0.13 0.01 -0.05
H 0.17 -0.13 -0.13
H 0.00 0.13 -0.14
H 0.30 0.02 0.36
H -0.07 -0.33 -0.28
H 0.09 0.12 0.18
H -0.02 0.20 -0.29
H 1.15 -0.10 0.39
H -0.32 0.08 0.09
H 0.18 0.13 -0.14
H -0.10 0.20 -0.09
H 0.08 -0.12 0.12
H -0.78 1.32 -0.56
H -0.03 -0.04 -0.13
H -0.04 0.17 -0.11
H -0.38 -0.89 1.28
H 0.08 -0.07 -0.37
H 0.12 -0.19 -0.03
H 0.99 -0.70 -0.37
H -0.01 0.02 0.22

## Properties
**LUMO energy (alpha / beta)**: -0.305 / -0.304 Eh
**Electronic energy**: -67816.59342 eV
**HOMO energy (alpha / beta)**: -0.495 / -0.495 Ha
**Net charge**: +2
**Spin multiplicity**: 1

***

Q: spin multiplicity of number 2 (C17H34O2P2Pd)?
A: 3

***

Q: Which of these has the lowest electronic energy?
A: C17H34N4OSSi3V

***

Q: What is the spin multiplicity in the first record?
A: 1

***

Q: Which of these has the highest spin multiplicity?
A: C17H34O2P2Re